Computed, not measured: 10 unconnected molecules or ions with the total composition C49H66BrO30P in a non-equilibrium geometry, with ωB97M-V/def2-TZVPD.

Element x y z (Å)
O -7.57275 -1.43570 2.91049
O 11.73042 5.68356 -4.91929
O -1.98177 -6.11924 0.96485
H -12.68527 -3.11222 0.88863
H 6.04863 -1.19903 -0.51580
C 4.35745 -6.59371 2.37200
H -4.19270 0.22672 3.24029
O -10.69638 0.02185 -0.33269
H 1.19857 8.77417 -4.61784
C -3.11674 -5.93696 1.70540
H -11.52990 -4.26231 0.23925
C -5.59098 3.63406 5.05786
H -5.35805 2.22616 2.25946
Br -4.54101 0.43821 -0.11712
C 4.91339 4.10834 -2.53322
O -6.28082 -0.79125 4.66349
H -11.73964 -0.66371 1.29303
H 2.56401 -4.78816 1.03134
C -4.89112 -0.98245 4.91863
H 7.33559 -0.19505 0.16835
H -0.50018 -7.57598 1.11886
H -7.56736 3.69349 1.24231
H -3.17250 -2.36070 -3.90241
C 0.27581 8.26718 -4.32584
H -3.72305 -3.59380 -1.96434
C -1.55046 -8.29664 3.83838
H -1.73289 -1.98381 -2.82820
H 7.70573 -1.77508 -0.56555
C 2.09893 1.00748 -0.03439
C 5.45058 1.81632 -3.43408
O 4.01276 -7.77511 3.09285
H 9.45966 6.90237 -4.16595
H 5.86964 -1.48474 1.86303
H 4.52196 1.65754 -3.98888
C -0.12552 -0.57136 -0.01564
H -2.61510 2.85327 -0.14090
O -6.48947 4.38863 4.36052
C -7.62441 4.19643 2.21081
H 8.91461 -1.94927 1.79379
O -0.56246 6.25428 -3.23048
H -0.86242 -4.39483 0.40844
H -4.75992 -2.00540 5.28867
C 2.77621 -0.19111 -0.89582
H 3.70295 0.09388 -1.51453
O 5.68949 3.91451 -4.65177
O 5.47232 6.10652 -5.20464
H 6.87129 3.38704 -3.07151
H -0.49077 -6.29815 2.36262
O -5.10679 2.61302 4.28808
C 8.34305 6.48106 -5.95355
O 11.40362 3.74393 -3.78945
C -6.49237 -1.23499 3.38990
H -0.25170 7.93749 -5.22461
P -2.44586 -2.52163 -0.14125
O 1.00274 -2.67100 0.89272
O 1.99966 -8.59734 3.74321
H -5.54682 4.62098 2.56267
H 5.37918 -6.28344 2.59233
H -8.49207 3.82057 2.75902
H 1.49184 5.94815 -4.98797
H 4.26574 -6.80738 1.30167
H -0.48964 -3.72816 -1.34924
C -11.34531 -0.52470 -1.40379
C -4.35418 0.00287 5.93352
C -1.29080 -3.94429 -0.56158
C 3.08749 -4.46259 1.93356
H 10.88450 6.02967 -6.75414
O -3.97100 -5.13991 1.44538
C -0.05609 5.02126 -2.94650
H -3.05187 -0.67300 -3.07765
O -11.66874 -1.83038 -1.16632
C 5.82654 3.28056 -3.38399
H -11.16382 -3.43120 1.75795
O 5.10620 5.41065 -3.07196
O -5.27257 3.83159 6.19402
C -2.11581 -7.74139 2.54945
H -4.70768 -0.25869 6.93469
C 2.67116 -7.69313 3.33199
C 7.04566 -3.82441 2.45258
H 7.98743 -0.85619 2.85456
O -0.70383 4.09532 -2.53058
H -9.97195 -0.87806 1.39940
O 1.28213 4.96699 -3.20296
O 9.63755 4.91456 -4.60543
H -3.35551 -1.33568 3.43419
H -4.70038 1.01592 5.73312
H -1.35291 -7.50475 4.56531
C -1.65129 -0.83632 -0.08797
H 6.22749 1.24580 -3.94990
H -1.94656 -4.79071 -1.00020
C 10.85679 6.44918 -5.74337
C -1.12748 -6.94649 1.75183
H 8.24902 5.68597 -6.69796
C 9.53954 6.26416 -5.05323
C 7.95707 -1.79623 2.30180
H 2.70578 -2.35445 -1.50328
C 1.59177 6.15667 -3.91812
H 5.18685 4.07784 -1.47758
H 7.42351 6.47066 -5.36446
O 2.74655 1.89556 0.56131
O -3.13960 -6.77669 2.78166
H -0.17091 3.84225 -0.96826
H 11.16667 7.49475 -5.77733
H -2.55288 -8.55065 1.95370
H 5.34080 1.40710 -2.42676
C 6.98669 -1.22328 0.04556
C 10.96540 4.68950 -4.37806
C -2.86802 -1.79055 -2.95525
C 0.56533 7.11117 -3.39399
O 6.85673 -4.95432 2.80448
H -3.26140 -0.00589 5.94626
O 6.60674 -3.29678 1.27228
O 2.19492 -6.44840 3.03246
O 0.10542 3.48662 -0.07050
H 2.61072 6.48563 -3.70759
C 6.77223 -1.88598 1.38859
C 0.48285 0.89017 -0.03357
C 2.23601 -1.51966 -0.89340
C -4.30937 -0.81783 3.54637
C 3.34305 -5.61652 2.87713
H 3.85567 3.84689 -2.64115
C -3.59089 -2.47444 -1.69327
H 2.45034 -3.71790 2.41512
H -0.62714 -8.85136 3.65377
O -11.60165 0.06709 -2.41213
O 7.73635 -2.89729 3.17743
H 8.40767 7.44460 -6.46543
C 0.95598 -1.71941 0.08386
H -2.26927 -8.97784 4.30165
H -7.80160 5.26009 2.03114
C -6.34471 4.00699 2.99542
H -0.37044 8.99665 -3.83081
C -10.83410 -0.91477 0.73108
C -10.92857 -2.21324 -0.01010
H -4.63556 -2.09251 -1.45740
H 0.83974 7.49052 -2.40355
H 4.02350 -3.97534 1.64820
O -5.31250 -1.41447 2.72798
C -0.40635 2.15470 -0.07583
C -11.61680 -3.31103 0.77089
C -1.94542 1.91677 -0.10733
C -2.55337 0.46552 -0.10921
C 5.43016 5.22781 -4.38962
C -5.92410 2.57439 3.12529
H 3.61306 -5.23585 3.86858
H -6.75673 1.88848 3.31405
H -9.94333 -2.55522 -0.34574

Kohn-Sham gap = 6.4 eV
E_tot = -192635.27590 eV
highest occupied orbital energy = -7.8 eV
2S+1 = 1
structure (SMILES) = CCP(C)c1c(Br)cc(O)c2c1C(=O)C=CC2=O.C[C@@H]1COC(=O)O1.C[C@@H]1COC(=O)O1.C[C@@H]1COC(=O)O1.C[C@@H]1COC(=O)O1.C[C@@H]1COC(=O)O1.C[C@@H]1COC(=O)O1.C[C@@H]1COC(=O)O1.C[C@@H]1COC(=O)O1.C[C@@H]1COC(=O)O1